## a
Below is one molecule with the formula CH6OP2, with properties calculated with ωB97M-V/def2-TZVPD.

Properties
- frontier orbital gap (eV) = 10.54
- structure (SMILES) = C[P@H](=O)P

Geometry as ORCA input:
```
! wB97M-V def2-TZVPD RIJCOSX def2/J DEFGRID3
* xyz 0 1
P 0.468 -0.864 -0.328
P 1.973 0.678 -0.010
O 0.673 -2.153 0.332
C -1.276 0.218 -0.036
H -1.397 0.658 -0.941
H -1.231 0.852 0.880
H 0.128 -1.052 -1.799
H 1.501 0.643 1.448
H 2.869 -0.244 0.414
H -1.999 -0.618 0.041
*
```

Need the Mulliken charges? In units of e they are:
1. P 0.457
2. P -0.157
3. O -0.586
4. C -0.990
5. H 0.368
6. H 0.316
7. H 0.100
8. H 0.099
9. H 0.100
10. H 0.294

## b
Below is one molecule with the formula CH6OP2, with properties calculated with ωB97M-V/def2-TZVPD.

Properties
- frontier orbital gap (eV) = 10.07
- structure (SMILES) = OC(P)P

Geometry as ORCA input:
```
! wB97M-V def2-TZVPD RIJCOSX def2/J DEFGRID3
* xyz 0 1
P 0.801 -1.276 0.165
P -1.530 0.822 0.949
O -0.064 0.848 -1.409
C 0.226 0.514 -0.094
H -0.338 -1.824 -0.480
H 0.640 0.780 -2.032
H -1.599 -0.582 1.069
H 1.681 -1.329 -0.845
H -0.666 0.844 2.125
H 0.849 1.204 0.550
*
```

Need the Mulliken charges? In units of e they are:
1. P 0.009
2. P 0.010
3. O -0.485
4. C -0.306
5. H 0.049
6. H 0.310
7. H 0.028
8. H -0.001
9. H 0.050
10. H 0.336

Which one sits at the top of the stability order? a does.

## a
Below is C3H4FNO2 as an isolated structure, with properties calculated with ωB97M-V/def2-TZVPD.

Properties
- frontier orbital gap (eV) = 9.41

Geometry as ORCA input:
```
! wB97M-V def2-TZVPD RIJCOSX def2/J DEFGRID3
* xyz 0 1
F 1.418 1.833 -0.631
O -1.979 -0.950 -0.317
O 0.727 -1.001 -2.165
N -0.661 -0.540 -0.123
C 1.170 0.597 -0.162
C -0.100 0.419 0.768
C 0.392 -0.481 -1.133
H 1.991 0.038 0.256
H -0.615 1.530 0.927
H -2.374 -1.553 0.730
H 0.032 0.107 1.849
*
```

Need the Mulliken charges? In units of e they are:
1. F -0.276
2. O -0.480
3. O -0.522
4. N 0.293
5. C 0.271
6. C -0.592
7. C 0.157
8. H 0.296
9. H 0.205
10. H 0.375
11. H 0.273

## b
Below is one molecule with the formula C3H4FNO2, with properties calculated with ωB97M-V/def2-TZVPD.

Properties
- frontier orbital gap (eV) = 9.78
- structure (SMILES) = NC(=O)C(=O)CF

Geometry as ORCA input:
```
! wB97M-V def2-TZVPD RIJCOSX def2/J DEFGRID3
* xyz 0 1
F -2.752 -0.041 -0.200
O -0.428 -1.564 0.137
O 1.096 1.497 0.036
N 1.884 -0.662 -0.141
C 0.951 0.295 -0.061
C -0.385 -0.348 0.027
C -1.597 0.549 0.080
H -1.474 1.365 -0.618
H 2.871 -0.496 -0.177
H -1.677 0.994 1.049
H 1.512 -1.588 -0.132
*
```

Need the Mulliken charges? In units of e they are:
1. F -0.273
2. O -0.594
3. O -0.599
4. N -0.301
5. C 0.290
6. C 0.761
7. C -0.269
8. H 0.273
9. H 0.205
10. H 0.243
11. H 0.264

Which one sits at the top of the stability order? b does.

## a
Below is one molecule with the formula C9H9N3S, with properties calculated with ωB97M-V/def2-TZVPD.

Properties
- frontier orbital gap (eV) = 8.42
- structure (SMILES) = Cc1nnc(Nc2ccccc2)s1

Geometry as ORCA input:
```
! wB97M-V def2-TZVPD RIJCOSX def2/J DEFGRID3
* xyz 0 1
S -2.686 -1.341 -0.051
N -1.342 0.890 -0.057
N 0.095 -1.079 -0.027
N -2.641 1.184 0.025
C -3.479 0.201 0.065
C 1.632 0.895 -0.194
C 3.989 0.493 0.131
C -1.136 -0.460 -0.033
C 2.470 -1.368 0.001
C -4.965 0.409 0.076
C 3.767 -0.902 0.082
C 2.913 1.372 -0.037
C 1.375 -0.521 -0.130
H 5.016 0.802 0.110
H 0.099 -2.104 0.001
H 2.379 -2.450 -0.030
H 3.161 2.449 0.075
H -5.492 -0.046 -0.742
H -5.075 1.569 -0.130
H -5.478 0.095 1.018
H 4.577 -1.671 0.110
H 0.820 1.581 -0.263
*
```

Need the Mulliken charges? In units of e they are:
1. S -0.217
2. N -0.009
3. N -0.079
4. N -0.714
5. C 0.437
6. C -0.187
7. C -0.507
8. C 0.311
9. C -0.470
10. C -0.799
11. C -0.485
12. C -0.592
13. C 0.637
14. H 0.355
15. H 0.189
16. H 0.227
17. H 0.314
18. H 0.305
19. H 0.251
20. H 0.254
21. H 0.310
22. H 0.469

## b
Below is one molecule with the formula C9H9N3S, with properties calculated with ωB97M-V/def2-TZVPD.

Properties
- frontier orbital gap (eV) = 8.06
- structure (SMILES) = CN1Cc2ccccc2N(C#N)S1

Geometry as ORCA input:
```
! wB97M-V def2-TZVPD RIJCOSX def2/J DEFGRID3
* xyz 0 1
S -2.390 -1.165 0.784
N -1.706 0.596 0.148
N -3.320 2.483 -0.173
N -1.124 -1.994 0.227
C -0.337 0.804 0.230
C -2.592 1.600 -0.068
C 1.562 2.300 0.057
C 2.033 -0.010 0.420
C 0.231 2.074 -0.064
C 0.642 -0.202 0.445
C -0.998 -2.184 -1.208
C 2.504 1.268 0.267
C 0.129 -1.559 0.885
H -0.208 -1.713 -1.704
H 1.840 3.241 -0.128
H 2.632 -0.824 0.488
H 0.727 -2.464 0.642
H -1.995 -1.782 -1.576
H 3.529 1.364 0.222
H -0.247 2.992 -0.370
H 0.051 -1.513 2.031
H -0.963 -3.314 -1.555
*
```

Need the Mulliken charges? In units of e they are:
1. S 0.035
2. N -0.335
3. N -0.562
4. N -0.033
5. C 0.449
6. C 0.535
7. C -0.818
8. C -0.789
9. C -0.456
10. C 1.081
11. C -0.830
12. C -0.612
13. C -1.059
14. H 0.349
15. H 0.514
16. H 0.514
17. H 0.433
18. H 0.327
19. H 0.442
20. H 0.306
21. H 0.258
22. H 0.251

Which one sits at the top of the stability order? a does.

## a
Below is a 2-piece molecular cluster, H6O2Si2 overall, with properties calculated with ωB97M-V/def2-TZVPD.

Properties
- frontier orbital gap (eV) = 8.17

Geometry as ORCA input:
```
! wB97M-V def2-TZVPD RIJCOSX def2/J DEFGRID3
* xyz 0 1
Si -1.719 -0.290 -0.112
Si 1.995 0.822 0.292
O 2.504 -0.515 -0.553
O -2.144 1.214 -0.544
H 3.244 -0.352 -1.148
H 3.315 1.430 0.719
H -1.239 -0.650 1.360
H -1.685 2.046 -0.572
H -0.512 -0.522 -1.060
H -2.861 -1.073 -0.454
*
```

Need the Mulliken charges? In units of e they are:
1. Si 0.449
2. Si 0.220
3. O -0.396
4. O -0.437
5. H 0.317
6. H -0.123
7. H -0.091
8. H 0.329
9. H -0.118
10. H -0.149

## b
Below is a 2-piece molecular cluster, H6O2Si2 overall, with properties calculated with ωB97M-V/def2-TZVPD.

Properties
- frontier orbital gap (eV) = 8.43

Geometry as ORCA input:
```
! wB97M-V def2-TZVPD RIJCOSX def2/J DEFGRID3
* xyz 0 1
Si 0.550 0.258 -0.082
Si -1.800 0.209 0.249
O 1.333 -0.739 0.886
O 1.524 1.568 -0.267
H -2.281 1.298 1.111
H 1.405 -1.715 0.805
H 2.298 1.242 -0.790
H -1.695 -1.008 1.123
H 1.160 -1.078 -2.017
H -2.492 -0.035 -1.017
*
```

Need the Mulliken charges? In units of e they are:
1. Si 0.266
2. Si 0.280
3. O -0.405
4. O -0.468
5. H -0.082
6. H 0.363
7. H 0.340
8. H -0.075
9. H -0.169
10. H -0.050

Which one sits at the top of the stability order? a does.